Entry 1:
Computed, not measured: a structure of composition C32H26F5NO3P2SSeTi, with the ωB97M-V functional and the def2-TZVPD basis.

As for the largest force on an atom: 0.32 eV/Å. The net charge is +2. The energy above the lowest of the compared OMol25 structures with the same formula, charge and spin is 71.7 kJ/mol. The calculated total energy is -172686.8121 eV.

Geometry (Å):
C (-3.413, 1.683, 1.424)
C (2.633, 1.202, -3.181)
H (-1.460, 4.155, 1.642)
H (1.707, 5.728, 4.045)
H (-3.398, 1.285, 2.430)
N (0.217, -0.860, -1.364)
F (3.405, 0.302, -2.551)
C (-1.354, -5.586, -2.248)
H (1.691, 1.574, 3.064)
H (-2.203, -2.236, 2.420)
C (3.767, -2.441, 2.107)
H (-2.226, -1.781, 4.158)
H (-1.449, 0.208, -2.077)
C (1.121, 3.050, -4.556)
C (0.062, 5.078, 2.836)
H (-0.086, 0.114, -3.217)
C (1.240, 4.888, 3.547)
H (-2.948, -6.364, -1.049)
C (1.235, 2.555, 2.986)
H (-1.123, -1.297, -2.938)
C (-2.234, 1.807, 0.686)
F (0.401, 3.954, -5.205)
H (-1.091, -3.041, 3.595)
H (-1.351, 2.479, -1.167)
C (0.043, 2.745, 2.279)
C (1.756, 2.003, -2.465)
C (2.960, -3.538, 1.795)
H (3.093, -0.537, -0.599)
C (2.760, 1.300, -4.553)
H (2.739, 3.487, 4.186)
C (2.003, 2.233, -5.245)
C (-4.614, 2.085, 0.865)
H (0.272, -4.594, -3.234)
C (-0.543, 4.006, 2.198)
F (2.139, 2.354, -6.551)
C (-2.263, 2.345, -0.604)
C (2.093, -2.418, -0.156)
H (-2.708, -4.655, 0.712)
C (2.123, -3.527, 0.691)
S (-0.382, -0.912, 3.064)
H (4.420, -0.495, 1.465)
H (-0.961, -2.910, 0.511)
C (-0.231, -3.638, -1.373)
C (-2.051, -4.633, -0.148)
Ti (0.940, -0.211, 0.138)
C (-0.379, -4.603, -2.367)
H (-5.528, 1.992, 1.435)
H (-1.460, -6.336, -3.020)
C (3.772, -1.340, 1.273)
H (2.980, -4.412, 2.433)
C (-2.187, -5.600, -1.143)
O (0.420, -0.717, 4.211)
C (1.825, 3.629, 3.625)
P (-0.665, 1.360, 1.413)
C (-1.612, -2.122, 3.326)
H (-5.584, 2.935, -0.848)
O (-1.217, 0.353, 2.696)
P (1.053, -2.406, -1.681)
H (-3.492, 3.180, -2.142)
C (-0.658, -0.429, -2.468)
H (1.495, -4.383, 0.489)
C (1.012, 2.926, -3.187)
F (0.165, 3.739, -2.550)
C (-3.470, 2.751, -1.149)
H (4.403, -2.466, 2.982)
Se (1.586, 2.045, -0.554)
H (-0.387, 6.060, 2.780)
C (-1.079, -3.659, -0.261)
C (-4.643, 2.617, -0.419)
O (0.352, -1.255, 1.821)
F (3.614, 0.527, -5.201)
C (2.954, -1.337, 0.138)

---

Entry 2:
Computed, not measured: a cluster of 2 separate species, CH3NO3 in total at a distorted geometry, with the ωB97M-V functional and the def2-TZVPD basis.

As for the largest force on an atom: 4.57 eV/Å. Its SMILES is O=C=NO.O. The energy above the lowest of the compared OMol25 structures with the same formula, charge and spin is 155.8 kJ/mol. The calculated total energy is -8715.3520 eV.

Geometry (Å):
H (-1.232, -0.773, -0.863)
O (-0.761, -1.122, -1.570)
C (0.460, 1.359, 1.472)
H (0.432, -1.007, -0.266)
O (1.014, -0.816, 0.583)
N (0.348, 0.219, 1.192)
O (0.216, 2.500, 1.665)
H (-0.476, -0.361, -2.213)

---

Entry 3:
Computed, not measured: an isolated molecule of C4H8O at a distorted geometry, with the ωB97M-V functional and the def2-TZVPD basis.

As for the largest force on an atom: 3.02 eV/Å. Its SMILES is C[C@H]1C[C@H]1O. The energy above the lowest of the compared OMol25 structures with the same formula, charge and spin is 202.2 kJ/mol. The calculated total energy is -6323.0726 eV.

Geometry (Å):
H (-0.582, -0.072, -1.736)
H (1.694, 0.433, 0.284)
H (1.916, 0.080, -1.426)
C (-1.119, 0.049, 0.415)
C (-0.465, -1.267, 0.190)
H (0.039, -1.080, 1.192)
H (1.182, 1.616, -0.945)
H (-0.957, -2.179, -0.186)
O (-0.618, 0.460, 1.714)
C (-0.130, -0.105, -0.730)
H (-0.028, 1.219, 1.648)
H (-2.168, 0.299, 0.285)
C (1.236, 0.547, -0.703)

---

no.,highest occupied orbital energy (eV)
1,-14.2213
2,-10.1141
3,-10.0160